Density functional theory data (ωB97M-V/def2-TZVPD) for C18H20N2O6 in the gas phase in a non-equilibrium geometry.

LUMO = -1.3 eV
SMILES = COc1ccc(CCNC(=O)COc2ccccc2[N+](=O)[O-])cc1OC
HOMO = -7.931 eV
energy relative to the best compared isomer or geometry (same formula, charge and spin) = 1623.7 kJ/mol

```
46
C18H20N2O6 ωB97M-V/def2-TZVPD
C 4.51 -2.27 -2.24
O 4.42 -0.94 -1.71
C 3.48 -1.02 -0.64
C 2.73 -2.24 -0.27
C 1.80 -1.99 1.02
C 1.66 -0.81 1.78
C 0.71 -0.51 2.87
C -0.16 0.69 2.31
N -0.79 0.40 1.15
C -0.44 1.12 -0.09
O 0.06 2.28 0.23
C -0.80 0.64 -1.31
O -1.92 -0.15 -1.50
C -3.04 0.23 -0.96
C -3.51 1.33 -1.20
C -4.79 2.07 -1.00
C -5.85 0.98 -0.37
C -5.35 -0.31 -0.12
C -4.06 -0.56 -0.44
N -3.71 -2.00 -0.07
O -2.53 -2.08 0.52
O -4.54 -2.98 0.00
C 2.47 0.42 1.01
C 3.25 0.30 -0.08
O 4.04 1.24 -0.56
C 3.68 2.80 -0.08
H 3.69 -2.67 -2.76
H 5.07 -2.02 -3.19
H 5.03 -3.08 -1.65
H 2.72 -3.17 -0.55
H 1.18 -2.79 1.35
H 1.34 -0.31 3.70
H 0.24 -1.47 3.04
H -1.02 0.48 3.24
H 0.03 1.66 2.61
H -1.26 -0.44 0.94
H -0.04 -0.07 -1.53
H -0.94 1.38 -2.08
H -2.81 2.26 -1.32
H -5.08 2.94 -1.34
H -6.74 1.53 -0.28
H -6.11 -1.06 0.22
H 2.40 1.33 1.50
H 4.01 2.86 0.81
H 2.68 2.63 -0.24
H 4.28 3.34 -0.75
```